Molecular formula: C35H39N3O13P
Method: DFT, ωB97M-V with the def2-TZVPD basis set

Atoms and positions in Å:
C1 -3.0123 4.8868 -4.4460
C2 -2.0938 3.6840 -4.1474
C3 -0.8726 4.0397 -3.2825
C4 -0.5190 2.8376 -2.4365
O1 0.4789 3.1806 -1.4662
C5 0.8941 2.2641 -0.6021
O2 1.7303 2.5251 0.1921
C6 0.3065 0.8791 -0.6714
C7 0.9693 -0.1365 -1.3880
C8 2.2962 0.2585 -2.0147
C9 3.3982 0.3081 -0.9383
O3 4.1186 -0.9021 -0.8348
C10 4.1011 -1.4628 0.3876
O4 3.1210 -1.4680 1.0770
C11 5.3942 -2.1095 0.7702
C12 5.3182 -2.8133 2.1064
C13 0.3694 -1.3990 -1.4573
P1 1.2061 -2.7769 -2.3720
O5 2.6453 -2.5926 -2.4218
O6 0.5312 -2.8423 -3.8161
O7 0.8257 -4.1403 -1.6623
N1 -0.8404 -1.6028 -0.8354
C14 -1.5310 -2.9130 -0.9548
C15 -1.2206 -3.8031 0.2363
N2 -1.7995 -4.8916 0.4758
C16 -1.4511 -0.6517 -0.1039
C17 -2.7273 -0.9250 0.6746
O8 -2.4839 -0.6891 2.0386
O9 -2.5053 -1.9884 2.6505
C18 -0.8933 0.6319 -0.0209
C19 -1.5398 1.7406 0.7311
C20 -0.8916 2.3119 1.8235
C21 -1.5096 3.3609 2.4807
C22 -2.7452 3.7945 2.0211
N3 -3.3984 3.2541 0.9906
C23 -2.7856 2.2501 0.3760
H1 -2.7351 5.7754 -3.8920
H2 -3.0553 5.0834 -5.5105
H3 -4.0309 4.6395 -4.1621
H4 -2.7004 2.9214 -3.6588
H5 -1.7690 3.2365 -5.0819
H6 -1.1181 4.8814 -2.6463
H7 -0.0600 4.2807 -3.9599
H8 -0.1800 2.0468 -3.1096
H9 -1.4371 2.4942 -1.9731
H10 2.1705 1.2800 -2.3723
H11 2.5758 -0.3343 -2.8727
H12 4.1013 1.0936 -1.2034
H13 2.9446 0.6024 -0.0020
H14 5.6140 -2.8471 -0.0002
H15 6.1746 -1.3532 0.7576
H16 6.2642 -3.3066 2.3103
H17 5.1266 -2.1298 2.9276
H18 4.5532 -3.5818 2.1260
H19 0.6213 -1.9734 -4.2313
H20 0.1960 -4.6180 -2.2371
H21 -1.2394 -3.3852 -1.8768
H22 -2.5896 -2.7320 -1.0673
H23 -0.4190 -3.4678 0.8879
H24 -2.5145 -5.0860 -0.2305
H25 -3.1020 -1.9350 0.5864
H26 -3.5056 -0.2503 0.3429
H27 -2.3359 -1.7616 3.5750
H28 0.0781 1.9611 2.1387
H29 -1.0389 3.8291 3.3260
H30 -3.2131 4.6251 2.5254
H31 -3.3021 1.8132 -0.4726
C24 1.8353 -8.3641 -1.0659
C25 0.8529 -7.4948 -1.2777
C26 0.0438 -7.5221 -2.5128
O10 -0.8329 -6.6931 -2.6971
C27 0.3501 -8.5661 -3.5156
C28 1.3245 -9.4490 -3.3083
C29 2.1459 -9.4191 -2.0671
O11 3.0339 -10.2178 -1.8816
H32 2.4462 -8.3507 -0.1725
H33 0.5982 -6.7172 -0.5674
H34 -0.2550 -8.5659 -4.4131
H35 1.5695 -10.2217 -4.0255
C30 -0.5526 6.6022 7.0862
C31 -1.2862 5.8810 6.2434
C32 -2.1287 6.5291 5.2095
O12 -2.7997 5.8691 4.4399
C33 -2.1255 8.0098 5.1478
C34 -1.3926 8.7337 5.9894
C35 -0.5463 8.0878 7.0257
O13 0.1231 8.7428 7.7906
H36 0.0688 6.1515 7.8494
H37 -1.3065 4.7986 6.2716
H38 -2.7489 8.4592 4.3854
H39 -1.3754 9.8156 5.9627

The LUMO energy comes out at -4.306 eV. As for the charge: +1.

Molecular formula: C35H40BN15O4W
Method: DFT, ωB97M-V with the def2-TZVPD basis set

Atoms and positions in Å:
W1 -0.0258 -0.2223 -0.1537
C1 3.8404 -0.7715 3.3755
C2 3.3198 -0.0774 2.1078
C3 3.4598 -1.0415 0.9428
C4 1.9845 0.5667 2.4151
C5 1.8618 1.4274 3.5089
C6 0.5257 1.7356 3.6024
N1 -0.1195 1.1144 2.6135
N2 0.7646 0.4114 1.8491
B1 -1.6029 1.2333 2.2680
N3 -2.1644 -0.1853 2.0668
C7 -3.1468 -0.7970 2.7280
C8 -3.3584 -2.0338 2.1539
C9 -2.4435 -2.1306 1.1089
N4 -1.7005 -0.9897 1.0715
C10 -2.3635 -3.2952 0.1572
C11 -1.9546 -4.5802 0.8773
C12 -3.7241 -3.5382 -0.5048
N5 -1.7805 2.0173 0.9613
C13 -2.4202 3.1829 0.8242
C14 -2.2562 3.6180 -0.4678
C15 -1.4766 2.6488 -1.1053
N6 -1.1914 1.6676 -0.2194
C16 -1.1519 2.8062 -2.5751
C17 -2.3807 2.4537 -3.4241
C18 0.0821 2.1374 -3.1552
H1 4.8330 -1.1776 3.1939
H2 3.1845 -1.5976 3.6569
H3 3.9060 -0.0973 4.2240
H4 3.9818 0.7738 1.9055
H5 2.9401 -1.9829 1.1249
H6 4.5157 -1.2856 0.8345
H7 3.1277 -0.6100 0.0068
H8 2.6481 1.7426 4.1666
H9 -0.0138 2.3369 4.3106
H10 -2.1890 1.7802 3.1467
H11 -3.6373 -0.3075 3.5486
H12 -4.0917 -2.7616 2.4422
H13 -1.6255 -3.0689 -0.6232
H14 -2.6904 -4.8343 1.6393
H15 -0.9929 -4.5003 1.3681
H16 -1.9149 -5.4070 0.1704
H17 -4.4617 -3.8311 0.2405
H18 -3.6475 -4.3505 -1.2246
H19 -4.1095 -2.6612 -1.0176
H20 -2.9459 3.6154 1.6560
H21 -2.6397 4.5170 -0.9097
H22 -0.9936 3.8844 -2.6784
H23 -2.5143 1.3726 -3.4769
H24 -2.2450 2.8125 -4.4427
H25 -3.2951 2.8906 -3.0293
H26 0.0345 1.0525 -3.0650
H27 1.0097 2.4895 -2.7151
H28 0.1254 2.3637 -4.2204
N7 2.1162 -1.5240 -3.7424
C19 2.1886 -0.9692 -2.5349
N8 0.9516 -0.9340 -2.0248
C20 0.1710 -1.4547 -3.0183
N9 0.8460 -1.8363 -4.0746
C21 -1.2605 -1.3266 -2.8391
C22 -2.2171 -1.6278 -3.7971
N10 -3.4921 -1.3140 -3.6128
C23 -3.8122 -0.6948 -2.4817
C24 -2.8810 -0.4028 -1.4902
N11 -1.5827 -0.7258 -1.6587
H29 2.8660 -1.6749 -4.4072
H30 3.0840 -0.5720 -2.0912
H31 -1.9316 -2.1090 -4.7220
H32 -4.8462 -0.4096 -2.3436
H33 -3.1728 0.0896 -0.5749
O1 4.9640 3.5238 -1.8230
C25 4.5046 4.5085 -1.0522
O2 5.0647 5.5620 -0.9467
C26 3.2381 4.2641 -0.2913
C27 2.7139 5.2359 0.5358
N12 1.5932 4.7237 1.0771
N13 1.3326 3.4842 0.6683
C28 2.3244 3.1898 -0.1717
C29 2.3725 1.8755 -0.8258
O3 3.2757 1.5651 -1.5959
O4 1.4103 1.0386 -0.5544
H34 4.3836 2.7348 -1.7709
H35 3.0785 6.2230 0.7498
H36 0.9662 5.1773 1.7249
N14 3.1918 -6.5212 2.6360
C30 2.6538 -5.6113 2.1919
C31 1.9856 -4.4724 1.6346
C32 1.4587 -3.4803 2.4580
C33 0.8189 -2.4008 1.8823
N15 0.7112 -2.2199 0.5347
C34 1.1918 -3.2302 -0.2441
C35 1.8167 -4.3518 0.2562
H37 1.5397 -3.5381 3.5333
H38 0.4137 -1.6274 2.5181
H39 1.0829 -3.1397 -1.3110
H40 2.1767 -5.1113 -0.4210

The LUMO energy (alpha / beta) comes out at -6.642 / -7.363 eV. The multiplicity is 3. As for the expectation value of S²: 2.01. As for the charge: +2. As for the energy above the lowest of the compared OMol25 structures with the same formula, charge and spin: 0.496 eV.

Molecular formula: C35H40F5N5O15
Method: DFT, ωB97M-V with the def2-TZVPD basis set

Atoms and positions in Å:
O1 0.5826 -1.1916 2.9825
C1 0.9909 -0.3601 3.7431
O2 1.0443 1.0181 3.4561
C2 1.8346 1.6639 4.4071
C3 1.8778 0.6184 5.5132
F1 1.0264 1.0345 6.5523
O3 1.4745 -0.5721 4.9518
H1 2.8205 1.9138 4.0499
H2 1.3946 2.6246 4.6835
H3 2.8771 0.4036 5.9766
O4 -3.2752 -4.6212 3.3362
C4 -2.8647 -4.9461 2.2773
O5 -2.0146 -4.2072 1.5864
C5 -1.8670 -4.8153 0.2559
C6 -2.5591 -6.1702 0.4123
F2 -1.6072 -7.1878 0.5365
O6 -3.2187 -6.1184 1.6406
H4 -2.4621 -4.1493 -0.4445
H5 -0.8358 -4.8892 0.0185
H6 -3.2440 -6.4246 -0.3818
O7 4.8864 2.6197 3.7194
C7 5.2664 2.0022 2.7858
O8 6.5043 1.5855 2.5164
C8 6.6384 1.2224 1.0926
C9 5.2406 0.8963 0.8537
F3 5.0138 -0.4364 1.1702
O9 4.5056 1.6492 1.7271
H7 6.7604 2.1300 0.4518
H8 7.4084 0.4639 0.9058
H9 5.0041 1.0444 -0.2265
O10 -1.4777 2.0547 -6.6130
C10 -0.7066 2.4833 -5.8510
O11 0.6187 2.6237 -6.1531
C11 1.3107 3.1101 -4.9641
C12 0.1595 3.3997 -3.9972
F4 0.0128 4.7068 -3.8935
O12 -1.0084 2.8906 -4.6331
H10 1.9219 2.3359 -4.5433
H11 2.0352 3.9099 -5.3154
H12 0.2103 2.9139 -3.0368
O13 0.8008 0.2330 -3.7484
C13 1.1540 -0.3176 -2.7375
O14 2.1698 -1.1691 -2.6521
C14 2.2053 -1.6602 -1.2696
C15 1.2526 -0.7327 -0.5677
F5 1.8266 0.2809 0.2111
O15 0.4467 -0.1830 -1.5738
H13 1.8295 -2.6892 -1.1824
H14 3.1833 -1.5061 -0.8367
H15 0.5803 -1.3012 0.0314
C16 -5.2110 -2.6068 0.2752
C17 -6.4757 -2.4538 -0.2565
C18 -6.4287 -1.3557 -1.1209
N1 -5.2136 -0.7805 -1.0069
C19 -4.4279 -1.5495 -0.1504
H16 -4.8480 -3.3480 1.0839
H17 -7.2751 -3.2144 -0.1932
H18 -7.0799 -0.9223 -1.8913
H19 -4.8098 -0.0033 -1.4882
H20 -3.4707 -1.2454 0.2112
C20 -4.9554 1.6136 -3.3618
C21 -3.5320 1.4645 -3.5504
C22 -2.9382 1.6867 -2.3367
N2 -3.8977 1.9860 -1.4728
C23 -5.0783 1.9285 -2.0349
H21 -5.8124 1.5361 -4.0577
H22 -2.9275 1.3262 -4.4801
H23 -1.9117 1.7862 -1.9881
H24 -3.7213 2.2265 -0.5196
H25 -5.9650 1.9844 -1.4463
C24 -3.8297 2.3923 1.6844
C25 -2.4788 2.6478 1.3468
C26 -1.7538 1.4963 1.4659
N3 -2.6361 0.5239 1.9710
C27 -3.8368 1.1407 2.1514
H26 -4.7483 2.9763 1.6715
H27 -2.2185 3.5714 0.8597
H28 -0.7231 1.3836 1.5039
H29 -2.3447 -0.4119 2.0914
H30 -4.7403 0.5908 2.2760
C28 4.0296 4.6674 -0.6923
C29 3.9745 3.6228 -1.7490
C30 3.0646 2.7201 -1.3252
N4 2.6070 3.0865 -0.1103
C31 3.1529 4.2171 0.2844
H31 4.7751 5.4925 -0.5596
H32 4.4930 3.5702 -2.7304
H33 2.7059 1.8275 -1.7894
H34 1.8251 2.6167 0.2941
H35 2.9614 4.6844 1.2061
C32 3.1789 -4.9146 0.8360
C33 1.8056 -5.1260 1.0830
C34 1.2556 -3.9352 1.5111
N5 2.2582 -2.9934 1.5552
C35 3.4461 -3.5821 1.2012
H36 3.9845 -5.6074 0.4811
H37 1.3556 -6.0656 0.9157
H38 0.2312 -3.6748 1.8402
H39 2.0923 -2.1402 2.0038
H40 4.3647 -3.0201 1.2836

The LUMO energy comes out at 0.037 eV. As for the energy above the lowest of the compared OMol25 structures with the same formula, charge and spin: 0.091 eV.

| no. | maximum force (eV Å⁻¹) |
| --- | --- |
| 1 | 1.6 |
| 2 | 1.1 |
| 3 | 3.4 |